No. 1
The following is a DFT calculation (ωB97M-V with the def2-TZVPD basis set) of a 6-piece molecular cluster, C23H37FO18S overall.

Its HOMO energy is -0.38112 hartree. The HOMO-LUMO gap comes out at 10.89 eV. The value obtained for the LUMO energy is 0.51 eV.

Atoms and positions in Å:
H -2.22 -0.78 -3.32
H 4.54 2.58 1.74
C -6.58 -1.28 -1.83
C 4.26 5.55 5.58
O 4.53 0.82 -0.39
C -4.29 -2.49 1.07
H -3.33 -4.47 -1.61
C 0.48 -3.72 -2.43
H -5.30 2.75 -0.93
C 0.79 -4.45 -0.34
H -5.30 -2.12 0.91
C 4.55 0.26 0.93
H 0.00 -1.29 -4.16
H 5.34 2.25 3.27
H 3.37 4.85 7.42
C -0.75 -0.94 -4.87
H 0.42 -4.24 0.67
O 5.91 0.98 -2.59
C -2.36 1.94 -3.62
H 3.52 -5.01 -0.85
H 3.68 0.68 1.44
H -2.61 0.62 -6.02
H 3.42 7.49 5.08
C -4.94 1.72 -0.94
H -4.18 -2.92 -1.68
C -5.81 0.84 -1.80
C 5.47 2.22 2.18
F 4.40 -1.11 0.96
H -3.92 1.72 -1.31
O -0.19 -4.12 -1.33
H -4.90 1.35 0.09
C -2.95 0.30 -5.03
H 2.22 6.32 5.66
O -0.03 -3.56 -3.49
C 4.28 5.36 7.08
O 6.53 -0.74 -0.94
C -3.48 -3.52 -1.09
O 3.96 4.32 4.90
H -5.70 1.12 -2.85
C -1.83 -0.18 -4.15
H -4.88 -4.41 0.27
C 1.94 -3.55 -0.73
O -2.34 3.00 -3.08
O -3.01 -4.37 1.13
C 5.80 0.76 1.67
H 5.12 4.74 7.38
H -3.58 -1.69 0.86
O -2.69 -4.39 3.36
C -4.00 -3.75 0.30
H 3.36 -4.24 0.74
C -7.26 0.81 -1.38
O -6.60 -2.46 -1.96
C 3.30 -4.08 -0.33
H -3.74 -0.43 -5.15
H -1.15 -1.81 -5.40
O 3.07 3.88 2.89
C 3.15 6.44 5.09
O 2.94 5.95 3.76
C -3.22 -3.94 2.40
O 1.79 -3.50 -2.16
H 6.28 2.88 1.87
O -3.42 1.45 -4.32
O -4.11 -2.92 2.42
H 6.67 0.87 1.01
H 5.23 5.90 5.24
C 3.30 4.64 3.76
H 6.86 1.06 -2.41
H 6.09 0.13 2.52
H -7.40 0.86 -0.30
H -0.23 -0.30 -5.59
O -5.45 -0.54 -1.66
H 1.80 -2.54 -0.34
O -1.33 1.06 -3.61
H 4.08 -3.37 -0.61
H -2.52 -3.01 -1.07
O -7.67 -0.48 -1.84
H 4.36 6.32 7.60
H 1.03 -5.51 -0.42
H -7.85 1.60 -1.85
S 5.30 -0.14 -1.52


No. 2
The following is a DFT calculation (ωB97M-V with the def2-TZVPD basis set) of C23H37FeO2 as an isolated structure.

Its HOMO energy (spin up / spin down) is -0.25220 / -0.27853 hartree. The multiplicity is 6. The HOMO-LUMO gap (spin up / spin down) comes out at 7.61 / 7.15 eV. For the energy above the lowest of the compared OMol25 structures with the same formula, charge and spin, the calculation gives 0.0 kcal per mole. The value obtained for the LUMO energy (spin up / spin down) is 0.75 / -0.43 eV.

Atoms and positions in Å:
H -2.33 0.37 4.61
H -2.34 1.83 2.35
H -1.59 -0.86 -4.29
H 2.30 -2.85 0.55
C -1.70 -1.32 3.32
H 0.36 -2.79 -2.08
H 0.91 -3.50 4.51
H 2.24 -2.27 -4.31
C 2.05 -3.58 1.34
H -2.75 1.42 -1.93
H 1.45 2.52 0.57
C -1.14 2.83 -2.20
C 0.37 1.81 3.68
O -0.16 -0.86 -2.71
H 2.99 -3.80 1.85
H 1.10 -4.91 3.45
C -1.43 3.19 -0.75
H -1.85 2.34 -0.19
H -2.28 1.52 -3.65
H -0.41 -2.15 -5.64
O 0.10 2.09 -2.42
H 0.10 -2.90 1.75
C -1.62 -0.04 1.35
H -0.91 4.20 -4.05
H -0.51 5.00 -2.45
C -2.02 0.80 2.45
C 0.79 -1.95 -2.67
H 0.94 -3.50 -4.22
H 1.44 -1.68 3.98
H 1.55 3.67 -2.34
C 1.17 -2.42 -4.12
H 1.69 -1.58 -2.14
H -0.29 1.87 4.54
C 0.75 3.29 -3.02
H -0.57 3.56 -0.21
Fe 0.33 -0.08 2.22
H 3.16 0.97 2.00
H 1.16 3.03 -4.00
H 1.71 -4.48 0.83
H -1.66 -2.29 1.29
H -0.35 0.43 -4.33
H -0.62 3.16 2.19
H 2.44 -1.39 2.50
H -1.57 0.17 0.29
C -0.57 4.06 -3.02
C -2.04 0.01 3.64
C 0.61 -3.94 3.54
C 1.27 2.13 1.57
C -1.54 -1.39 1.88
C 1.61 1.11 3.65
H -1.61 -2.17 4.00
H 0.89 -0.96 -5.75
C -2.38 2.10 -2.71
H 2.06 0.57 4.48
C 0.18 2.46 2.42
C 2.16 1.28 2.32
C 0.29 -1.55 -5.05
H -0.48 -4.07 3.62
C 1.02 -3.04 2.34
C -0.51 -0.64 -4.09
C 1.43 -1.68 2.88
H -3.18 2.85 -2.88
H -2.21 3.98 -0.74